No. 1
This record from the Open Molecules 2025 dataset describes C42H40BrFN3PS4Se2Sr as an isolated structure in a non-equilibrium geometry. The level of theory is the ωB97M-V functional and the def2-TZVPD basis.

Cartesian coordinates (Å):
Sr 0.659 0.250 -0.588
Br -1.217 -5.739 5.229
C -0.986 -4.015 4.443
C -1.187 -3.852 3.081
C -1.012 -2.606 2.530
C -0.627 -1.505 3.313
C -0.425 -1.712 4.693
C -0.599 -2.961 5.251
N -0.372 -0.325 2.687
C -0.648 0.820 3.218
C -0.277 2.074 2.642
C -0.766 3.263 3.221
C -0.387 4.477 2.697
C 0.496 4.493 1.621
C 0.905 3.274 1.095
N 0.534 2.102 1.567
H -1.468 -4.683 2.453
H -1.162 -2.447 1.474
H -0.080 -0.897 5.316
H -0.432 -3.124 6.307
H -1.227 0.886 4.151
H -1.456 3.201 4.053
H -0.778 5.398 3.111
H 0.845 5.421 1.189
H 1.577 3.249 0.249
Se -3.319 1.662 -0.116
P -2.723 3.205 -1.478
Se -0.688 3.481 -2.018
C -3.698 3.102 -3.032
C -3.655 4.165 -3.925
C -4.304 4.076 -5.140
C -4.994 2.923 -5.476
C -5.012 1.851 -4.600
C -4.363 1.938 -3.382
C -3.343 4.763 -0.737
C -4.677 4.846 -0.362
C -5.131 5.957 0.321
C -4.258 6.989 0.626
C -2.930 6.910 0.245
C -2.472 5.795 -0.432
H -3.105 5.057 -3.664
H -4.267 4.905 -5.833
H -5.513 2.858 -6.424
H -5.530 0.941 -4.875
H -4.373 1.110 -2.687
H -5.339 4.022 -0.592
H -6.166 6.010 0.632
H -4.607 7.852 1.181
H -2.250 7.714 0.492
H -1.436 5.716 -0.732
C 2.185 -3.074 -3.291
C 3.586 -2.655 -2.854
C 3.876 -1.237 -3.354
C 3.915 -2.698 -1.373
C 5.252 -2.954 -1.088
C 5.749 -2.956 0.200
C 4.880 -2.694 1.239
C 3.540 -2.440 1.005
C 2.640 -2.206 2.193
C 2.608 -3.443 3.093
C 3.080 -0.973 2.983
C 3.031 -2.414 -0.310
N 1.683 -2.103 -0.525
C 0.792 -3.092 -0.545
C 1.102 -4.462 -0.321
C 0.157 -5.457 -0.384
C -1.168 -5.177 -0.690
C -1.527 -3.852 -0.916
C -0.577 -2.865 -0.824
F -0.978 -1.552 -1.006
H 2.181 -3.197 -4.377
H 1.454 -2.312 -3.039
H 1.883 -4.013 -2.829
H 4.289 -3.342 -3.349
H 3.385 -0.520 -2.701
H 3.499 -1.103 -4.365
H 4.942 -1.017 -3.339
H 5.933 -3.155 -1.907
H 6.797 -3.156 0.386
H 5.245 -2.693 2.256
H 1.629 -2.021 1.825
H 3.598 -3.672 3.485
H 2.267 -4.309 2.530
H 1.932 -3.283 3.931
H 4.024 -1.143 3.498
H 2.324 -0.719 3.723
H 3.204 -0.130 2.305
H 2.128 -4.713 -0.098
H 0.458 -6.480 -0.191
H -1.907 -5.964 -0.750
H -2.547 -3.580 -1.160
S 3.130 1.740 -1.221
S 2.522 2.671 -2.885
S 1.802 1.288 -4.314
S 0.253 0.236 -3.649

Summary:
LUMO energy   3.16 eV
Net charge   -2
Energy above the lowest of the compared OMol25 structures with the same formula, charge and spin   156.4 kJ/mol
E   -11230.56878 Eh
HOMO level   -0.023 hartree

Atom charges from the Mulliken analysis, given in e for atoms 1 to 2: Sr 0.65; Br -0.25

***

No. 2
This record from the Open Molecules 2025 dataset describes C42H40F9N4O5P2S3TeV as an isolated structure. The level of theory is the ωB97M-V functional and the def2-TZVPD basis.

Cartesian coordinates (Å):
V -0.033 1.073 0.660
N -1.209 -2.437 0.928
S -2.584 -3.055 0.958
N -3.806 -2.164 0.975
S -3.720 -0.661 1.887
N -3.653 1.210 3.027
S -2.477 2.023 2.653
N -1.121 1.242 2.171
C -2.832 3.255 1.392
C -2.944 2.875 0.066
C -3.389 3.790 -0.876
C -3.739 5.074 -0.490
C -3.657 5.440 0.846
C -3.211 4.533 1.794
C -1.930 3.062 3.991
C -0.810 3.863 3.830
C -0.393 4.638 4.899
C -1.094 4.603 6.099
C -2.216 3.798 6.236
C -2.644 3.017 5.172
C -4.988 0.084 0.845
C -6.001 0.853 1.398
C -6.922 1.453 0.554
C -6.818 1.297 -0.822
C -5.799 0.526 -1.357
C -4.878 -0.096 -0.524
C -4.626 -1.302 3.303
C -5.783 -2.038 3.098
C -6.412 -2.620 4.187
C -5.872 -2.481 5.459
C -4.707 -1.751 5.644
C -4.077 -1.148 4.564
C -2.584 -4.141 2.369
C -1.876 -3.721 3.487
C -1.970 -4.470 4.650
C -2.752 -5.616 4.683
C -3.452 -6.022 3.554
C -3.379 -5.277 2.387
C -2.815 -4.120 -0.431
C -3.970 -4.023 -1.190
C -4.113 -4.861 -2.286
C -3.116 -5.773 -2.601
C -1.966 -5.856 -1.827
C -1.807 -5.023 -0.733
H -2.703 1.869 -0.237
H -3.465 3.489 -1.913
H -4.084 5.788 -1.227
H -3.941 6.437 1.156
H -3.159 4.824 2.833
H -0.268 3.874 2.895
H 0.485 5.262 4.796
H -0.760 5.206 6.933
H -2.755 3.773 7.174
H -3.505 2.365 5.239
H -6.051 0.995 2.466
H -7.717 2.052 0.977
H -7.534 1.778 -1.476
H -5.707 0.404 -2.429
H -4.078 -0.692 -0.942
H -6.181 -2.157 2.100
H -7.322 -3.186 4.039
H -6.362 -2.943 6.306
H -4.283 -1.644 6.633
H -3.170 -0.569 4.689
H -1.275 -2.818 3.451
H -1.434 -4.150 5.533
H -2.818 -6.197 5.593
H -4.060 -6.916 3.583
H -3.930 -5.579 1.505
H -4.719 -3.290 -0.928
H -5.002 -4.795 -2.897
H -3.234 -6.421 -3.460
H -1.189 -6.564 -2.082
H -0.913 -5.065 -0.128
C 2.319 -4.596 -0.775
C 1.999 -3.156 -1.107
O 0.663 -2.804 -0.707
P 0.320 -2.185 0.704
O 0.749 -0.747 0.736
Te -0.286 0.149 3.841
O 1.122 -3.012 1.774
C 2.312 -2.524 2.447
C 2.349 -3.156 3.814
H 3.330 -4.827 -1.113
H 1.632 -5.270 -1.287
H 2.260 -4.780 0.298
H 2.021 -2.992 -2.184
H 2.712 -2.464 -0.654
H 2.251 -1.438 2.512
H 3.178 -2.811 1.846
H 1.493 -2.821 4.400
H 3.262 -2.861 4.331
H 2.325 -4.244 3.743
F 0.998 -0.051 -2.265
C -0.179 0.373 -2.763
F -0.278 -0.062 -4.013
F -0.137 1.717 -2.786
C -1.352 -0.112 -1.870
O -2.204 -0.826 -2.345
O -1.304 0.328 -0.665
F 0.048 3.150 0.238
P 1.742 3.342 0.462
F 1.506 2.478 1.835
F 1.820 4.024 -0.952
F 1.479 4.695 1.226
F 3.295 3.345 0.675
F 1.795 1.819 -0.268

Summary:
Expectation value of S²   2.04
LUMO energy (spin up / spin down)   -0.26 / 0.23 eV
Energy above the lowest of the compared OMol25 structures with the same formula, charge and spin   7.9 kJ/mol
Spin multiplicity   3
E   -6208.00037 Eh
HOMO level (spin up / spin down)   -0.241 / -0.242 hartree

Atom charges from the Mulliken analysis, given in e for atoms 1 to 2: V 0.51; N 1.73

***

No. 3
This record from the Open Molecules 2025 dataset describes a 2-piece molecular cluster, C42H40N2O2 overall in a non-equilibrium geometry. The level of theory is the ωB97M-V functional and the def2-TZVPD basis.

Cartesian coordinates (Å):
C -4.232 0.657 1.225
C -3.219 1.217 2.012
C -1.949 0.629 2.062
C -1.705 -0.617 1.452
C -0.528 -1.427 1.752
C 0.681 -0.910 2.404
C 1.978 -1.666 2.257
C 2.253 -2.531 1.177
C 3.507 -3.136 1.039
C 4.506 -2.890 1.989
C 4.251 -2.015 3.064
C 2.979 -1.447 3.220
O 0.686 0.141 3.066
C -0.726 -2.835 2.100
C -2.122 -3.400 2.210
C -3.092 -2.875 3.062
C -4.250 -3.616 3.319
C -4.443 -4.860 2.700
C -3.437 -5.396 1.885
C -2.274 -4.670 1.651
O 0.181 -3.632 2.415
C -2.672 -1.068 0.514
C -3.915 -0.437 0.406
H -5.245 1.075 1.222
H -3.417 2.124 2.594
H -1.140 1.071 2.635
H 1.491 -2.754 0.436
H 3.705 -3.787 0.178
H 5.472 -3.398 1.896
H 5.034 -1.770 3.784
H 2.753 -0.831 4.099
H -2.931 -1.885 3.507
H -4.995 -3.215 4.009
H -5.362 -5.426 2.869
H -3.524 -6.385 1.438
H -1.453 -5.080 1.066
H -2.424 -1.937 -0.105
H -4.657 -0.828 -0.294
C 1.800 6.107 1.296
N 2.360 4.843 1.713
C 2.833 4.794 3.078
C 3.821 3.656 3.284
C 3.307 2.332 2.744
C 2.488 2.451 1.504
C 2.029 3.714 1.035
C 1.211 3.773 -0.122
C 0.824 2.622 -0.756
C 1.097 1.333 -0.168
C 0.440 0.134 -0.526
C -0.272 0.062 -1.758
C 0.122 -0.943 -2.677
C -0.283 -0.903 -3.993
C -1.166 0.130 -4.417
N -1.481 0.253 -5.730
C -2.325 1.335 -6.185
C -1.152 -0.742 -6.726
C 0.159 -1.454 -6.424
C 0.258 -1.895 -4.969
C -1.649 1.075 -3.474
C -1.237 1.028 -2.164
C 2.114 1.309 0.832
H 2.079 6.334 0.260
H 0.703 6.103 1.369
H 2.201 6.892 1.945
H 3.305 5.763 3.284
H 1.969 4.659 3.757
H 4.770 3.905 2.798
H 4.020 3.564 4.352
H 4.155 1.659 2.541
H 2.701 1.829 3.519
H 0.835 4.739 -0.474
H 0.287 2.738 -1.698
H 0.814 -0.799 -0.101
H 0.865 -1.690 -2.356
H -1.912 2.307 -5.884
H -2.372 1.284 -7.281
H -3.344 1.250 -5.776
H -1.973 -1.479 -6.783
H -1.099 -0.211 -7.690
H 0.233 -2.322 -7.081
H 0.979 -0.766 -6.667
H 1.310 -2.076 -4.714
H -0.251 -2.867 -4.856
H -2.334 1.845 -3.813
H -1.598 1.782 -1.460
H 2.594 0.356 1.095

Summary:
LUMO energy   -1.60 eV
Energy above the lowest of the compared OMol25 structures with the same formula, charge and spin   0.0 kJ/mol
E   -1884.35435 Eh
HOMO level   -0.227 hartree

Atom charges from the Mulliken analysis, given in e for atoms 1 to 2: C -0.56; C -0.81

***

No. 4
This record from the Open Molecules 2025 dataset describes a 2-piece molecular cluster, C42H40N5 overall in a non-equilibrium geometry. The level of theory is the ωB97M-V functional and the def2-TZVPD basis.

Cartesian coordinates (Å):
C -6.999 1.713 -3.919
C -7.272 1.787 -2.551
C -6.631 0.929 -1.661
C -5.706 -0.014 -2.135
N -5.069 -0.891 -1.197
C -5.640 -2.188 -1.046
C -5.248 -3.212 -1.917
C -5.941 -4.423 -1.913
C -6.987 -4.629 -1.007
C -7.351 -3.613 -0.120
C -6.685 -2.388 -0.141
C -3.868 -0.554 -0.551
C -3.769 -0.565 0.858
C -2.626 -0.080 1.484
C -1.458 0.210 0.726
C -0.196 0.512 1.322
C 1.009 0.054 0.707
C 2.203 0.821 0.785
C 3.351 0.417 0.130
C 3.398 -0.833 -0.531
N 4.520 -1.197 -1.251
C 4.740 -2.509 -1.754
C 4.817 -2.700 -3.141
C 5.119 -3.966 -3.639
C 5.464 -5.008 -2.769
C 5.457 -4.788 -1.388
C 5.059 -3.555 -0.874
C 5.524 -0.233 -1.559
C 6.703 -0.211 -0.806
C 7.690 0.727 -1.108
C 7.519 1.602 -2.188
C 6.368 1.520 -2.981
C 5.358 0.613 -2.659
C 2.252 -1.662 -0.538
C 1.067 -1.191 -0.003
C -1.557 0.126 -0.698
C -2.746 -0.203 -1.317
C -5.504 -0.155 -3.512
C -6.136 0.723 -4.399
H -7.461 2.421 -4.613
H -7.983 2.523 -2.173
H -6.841 0.964 -0.591
H -4.425 -3.013 -2.610
H -5.662 -5.194 -2.631
H -7.526 -5.576 -1.007
H -8.168 -3.755 0.587
H -6.965 -1.558 0.514
H -4.611 -0.919 1.447
H -2.583 0.010 2.570
H -0.148 0.996 2.295
H 2.170 1.767 1.325
H 4.231 1.063 0.123
H 4.633 -1.849 -3.805
H 5.102 -4.127 -4.719
H 5.742 -5.986 -3.169
H 5.765 -5.579 -0.703
H 5.036 -3.363 0.201
H 6.813 -0.921 0.015
H 8.592 0.768 -0.496
H 8.288 2.344 -2.417
H 6.244 2.163 -3.853
H 4.441 0.533 -3.248
H 2.301 -2.646 -1.002
H 0.162 -1.789 -0.101
H -0.671 0.330 -1.298
H -2.806 -0.241 -2.406
H -4.849 -0.948 -3.881
H -5.947 0.633 -5.470
C 2.539 1.757 4.402
N 1.732 2.898 4.738
C 2.048 3.761 5.841
C 0.915 4.780 5.850
N 0.100 4.389 4.721
C -1.119 5.079 4.363
C 0.595 3.274 4.071
N 0.124 2.672 3.018
H 2.062 1.236 3.574
H 3.547 2.075 4.113
H 2.624 1.089 5.267
H 2.098 3.200 6.780
H 3.008 4.269 5.689
H 0.339 4.756 6.786
H 1.293 5.803 5.718
H -1.484 4.647 3.428
H -1.897 4.955 5.134
H -0.933 6.153 4.208
H -0.694 3.168 2.681

Summary:
LUMO energy   -4.05 eV
Net charge   +1
E   -1897.99340 Eh
HOMO level   -0.373 hartree

Atom charges from the Mulliken analysis, given in e for atoms 1 to 2: C -0.41; C -0.69

***

No. 5
This record from the Open Molecules 2025 dataset describes C42H40N8OPbS as an isolated structure in a non-equilibrium geometry. The level of theory is the ωB97M-V functional and the def2-TZVPD basis.

Cartesian coordinates (Å):
Pb -0.278 0.184 -0.019
C -1.900 1.607 2.700
N -1.787 2.283 1.404
C -3.123 2.650 0.904
C -3.129 3.002 -0.577
C -4.198 3.746 -1.124
C -4.075 4.243 -2.415
C -2.966 3.868 -3.177
C -2.008 3.033 -2.605
N -2.123 2.590 -1.343
C -0.890 3.455 1.504
C 0.595 3.233 1.679
C 1.375 4.412 1.709
C 2.587 4.328 2.382
C 3.055 3.089 2.821
C 2.368 1.952 2.388
N 1.086 2.008 1.910
C -2.387 0.167 2.604
C -2.388 -0.621 3.796
C -2.979 -1.872 3.781
C -3.634 -2.270 2.581
C -3.579 -1.431 1.456
N -2.909 -0.260 1.480
H -2.584 2.167 3.407
H -0.907 1.636 3.229
H -3.552 3.473 1.509
H -3.858 1.806 1.001
H -4.964 4.063 -0.459
H -4.851 4.902 -2.862
H -2.831 4.207 -4.189
H -1.109 2.692 -3.175
H -1.206 4.096 2.356
H -0.981 4.130 0.643
H 0.979 5.388 1.375
H 3.114 5.266 2.549
H 3.966 2.998 3.422
H 2.832 0.952 2.466
H -1.972 -0.173 4.700
H -2.956 -2.494 4.665
H -4.240 -3.151 2.504
H -4.009 -1.699 0.499
C -3.225 -0.217 -4.758
N -1.779 -0.295 -4.792
C -1.065 -0.053 -5.933
C 0.230 -0.298 -5.685
N 0.336 -0.573 -4.294
C -0.952 -0.599 -3.731
S -1.476 -1.106 -2.224
C 1.609 -0.714 -3.673
C 2.610 -1.434 -4.377
C 3.737 -1.846 -3.680
C 3.865 -1.526 -2.289
C 2.818 -0.849 -1.686
N 1.750 -0.406 -2.375
H -3.656 -1.101 -5.244
H -3.633 0.667 -5.304
H -3.553 -0.186 -3.680
H -1.500 0.310 -6.868
H 1.098 -0.098 -6.310
H 2.483 -1.760 -5.413
H 4.547 -2.318 -4.187
H 4.753 -1.759 -1.732
H 2.797 -0.630 -0.631
N 0.850 -1.352 1.142
C 1.024 -2.459 1.641
C 0.317 -3.688 1.129
C 0.017 -4.756 1.966
C -0.489 -5.960 1.453
C -0.769 -6.092 0.093
C -0.491 -5.005 -0.778
C -0.002 -3.809 -0.235
C 1.953 -2.687 2.801
C 2.626 -3.861 3.032
C 3.457 -4.053 4.155
C 3.643 -3.017 5.047
C 3.088 -1.758 4.745
C 2.188 -1.604 3.664
H 0.168 -4.668 3.036
H -0.707 -6.777 2.129
H -1.230 -7.006 -0.240
H -0.685 -5.043 -1.841
H 0.253 -2.988 -0.908
H 2.498 -4.671 2.322
H 3.942 -4.983 4.303
H 4.255 -3.102 5.929
H 3.423 -0.851 5.323
H 1.631 -0.692 3.511
C 3.636 3.711 -2.028
C 2.595 4.664 -2.055
O 1.599 5.209 -1.911
H 4.345 4.009 -2.826
H 3.317 2.658 -2.150
H 4.168 3.768 -1.059

Summary:
LUMO energy   -7.96 eV
Net charge   +2
Energy above the lowest of the compared OMol25 structures with the same formula, charge and spin   363.1 kJ/mol
E   -2728.19440 Eh
HOMO level   -0.420 hartree

Atom charges from the Mulliken analysis, given in e for atoms 1 to 2: Pb 1.28; C -1.53